73
Properties=species:S:1:pos:R:3:forces:R:3 method="wB97M-V/def2-TZVPD" relative_energy_kcal_mol=131.91 homo_ev="-19.11 / -20.18" max_force_ev_per_a=5.79 spin_multiplicity=5 homo_lumo_gap_ev="5.9462 / 4.9222" s_squared=6.096 charge=+4
N 8.572875 -3.286737 0.412598 -2.088 0.144 0.449
C 7.642585 -3.995378 1.091141 2.861 0.140 -0.414
C 6.287918 -3.596439 1.151311 -1.399 0.542 1.064
C 5.805671 -2.448271 0.473202 1.628 0.035 -0.861
C 6.818096 -1.746681 -0.242876 -1.455 -0.124 0.128
C 8.158090 -2.183084 -0.214798 2.722 -1.406 -0.415
C 4.385353 -2.119109 0.463666 -0.183 -0.325 0.662
Pt 0.240582 0.446994 -0.670544 -2.038 -0.693 -2.637
P -2.515875 0.023069 -1.277998 -4.897 0.288 -3.082
C 3.597296 -1.243650 -0.246401 1.292 -0.042 -0.329
C 2.189578 -1.426313 -0.143956 -0.619 0.647 -0.035
C 1.226111 -1.250386 -1.232778 -0.032 -3.109 0.865
C -0.036388 -1.964972 -1.056199 -0.198 0.551 -0.114
C -0.477332 -2.431073 0.275801 -0.212 -1.063 -1.135
C 0.559438 -2.685614 1.170148 -0.253 0.508 1.082
C 1.714025 -1.930341 1.091290 0.062 -1.434 -0.035
Br -2.242725 -3.014678 0.892098 2.076 0.537 -0.960
H 3.882829 -2.800071 1.151789 -0.074 0.113 -0.329
H 4.020779 -0.550970 -0.978002 -0.141 -0.339 0.004
H 5.680336 -4.237041 1.812087 -0.137 0.388 -0.688
H 6.655120 -0.817312 -0.768991 -0.287 0.136 0.046
H 8.039112 -4.922921 1.572896 -0.728 0.595 -0.560
H 8.997976 -1.665544 -0.733904 -0.930 0.196 0.565
H 1.495787 -1.032175 -2.273294 0.343 -0.198 0.272
H 2.410654 -1.883812 1.918586 -0.310 -0.224 0.144
H -0.502642 -2.415458 -1.970718 -0.097 1.098 0.877
H 0.359969 -3.419542 1.950239 0.160 0.632 0.398
P -0.422591 1.983550 0.698995 -0.289 1.811 4.025
C -3.438960 -1.546765 -1.809968 1.406 -1.163 1.144
C -4.449876 -1.623217 -2.937559 -0.348 0.220 -0.482
H -3.923521 -1.878385 -0.883944 0.189 -0.021 -0.270
H -2.633357 -2.264297 -2.010439 -0.303 -0.220 -0.007
H -4.779945 -2.674797 -3.010691 0.272 0.359 0.064
H -5.343163 -1.034648 -2.699121 0.386 -0.375 -0.390
H -4.034987 -1.336736 -3.914489 -0.237 -0.098 0.325
C -2.713378 0.909743 -2.958262 2.160 0.150 0.276
C -4.066203 1.448195 -3.432511 -0.409 -0.071 0.498
H -2.235721 0.227051 -3.688442 -0.276 0.329 0.225
H -2.013198 1.750956 -2.842836 -0.103 0.069 -0.451
H -3.924671 1.925254 -4.407440 0.144 -0.059 0.152
H -4.826997 0.670289 -3.553625 0.373 0.423 -0.040
H -4.452743 2.210722 -2.742147 0.092 -0.182 -0.275
C -4.061046 0.779986 -0.426229 1.383 0.511 1.791
C -5.506708 0.344839 -0.698839 -0.138 -0.397 -0.495
H -3.962205 1.878859 -0.486321 0.050 -0.420 0.017
H -3.850198 0.500052 0.617987 -0.256 0.390 0.087
H -6.153566 0.953431 -0.058356 0.233 0.028 0.007
H -5.829193 0.517736 -1.732679 0.076 -0.022 0.540
H -5.700152 -0.702656 -0.415081 0.122 0.421 -0.213
C -1.513217 2.207154 2.137699 -0.712 -1.126 -0.229
C -1.248795 3.506331 2.906814 0.097 0.263 -0.045
H -1.362263 1.344942 2.822165 -0.244 0.657 -0.652
H -2.562325 2.146354 1.783124 0.482 0.146 0.074
H -0.467651 3.358920 3.657873 -0.250 0.163 -0.161
H -0.967584 4.347005 2.263210 -0.162 -0.062 0.363
H -2.181299 3.764278 3.415828 0.235 0.092 0.004
C -0.648213 3.468542 -0.303438 0.176 -0.435 -0.399
C 0.486477 3.534800 -1.312114 0.213 0.561 -0.087
H -0.623702 4.270815 0.442357 -0.137 0.104 -0.395
H -1.627010 3.436858 -0.804572 0.138 0.029 0.363
H 1.378791 3.960013 -0.863648 0.187 -0.020 0.004
H 0.759286 2.543784 -1.707661 -0.043 0.129 -0.254
H 0.207416 4.179245 -2.133947 0.070 0.050 -0.332
C 1.285437 1.891994 1.480909 0.156 0.262 -0.763
C 1.326948 1.409958 2.923849 0.113 -0.421 0.586
H 1.597353 2.934742 1.341459 0.596 -0.217 0.114
H 1.960158 1.209529 0.880146 -0.469 1.045 0.300
H 2.306496 0.936646 3.117501 -0.381 0.342 -0.021
H 1.213645 2.241189 3.634365 0.082 -0.361 -0.281
H 0.551461 0.655376 3.140604 0.454 0.368 -0.095
O -1.294282 -0.301838 3.535401 -0.602 -1.233 -1.426
H -1.867056 -0.893463 2.975966 0.666 0.744 1.278
H -1.352911 -0.594826 4.441715 -0.257 -0.359 0.561